Record 1
ORCA calculation (the ωB97M-V functional and the def2-TZVPD basis) on a cluster of 4 separate species, C4H18N3O4 in total.

## Properties
- Charge: +1
- HOMO level: -12.84 eV
- Spin multiplicity: 1

Each line ends with the Mulliken charge.
Cartesian coordinates (Å):
N1 -1.1457 1.5453 0.4570  -0.029
C1 -0.8312 0.0855 0.5000  -0.295
C2 0.6505 -0.0039 0.9046  0.518
N2 1.3142 -1.1637 0.7727  -0.130
C3 0.9390 -2.5049 0.2307  -0.702
C4 -0.3169 -2.8494 -0.5132  -0.552
N3 -1.4790 -2.7210 0.3694  -0.438
O1 1.1745 1.0197 1.3184  -0.672
H1 -0.4060 2.1757 0.8143  0.293
H2 -1.9708 1.6127 1.0509  0.396
H3 -1.4463 1.7498 -0.5076  0.371
H4 -1.0580 -0.4214 -0.4366  0.001
H5 -1.2049 -0.4018 1.4171  0.184
H6 2.2484 -1.1994 1.1482  0.280
H7 1.1173 -3.2083 1.0450  0.382
H8 1.8069 -2.6106 -0.4694  0.375
H9 -0.2439 -2.1770 -1.3839  0.204
H10 -0.2443 -3.8850 -0.8506  0.392
H11 -2.2747 -3.3056 0.1753  0.225
H12 -1.2025 -2.7537 1.3376  0.210
H13 0.9787 3.3841 1.5182  0.340
H14 0.3020 3.9449 2.5513  0.347
O2 0.0901 3.7965 1.6018  -0.694
H15 -1.9181 1.3130 -3.2613  0.305
H16 -2.4491 0.0683 -2.2861  0.305
O3 -2.0964 0.9637 -2.3928  -0.623
H17 1.3501 0.4749 -2.7926  0.304
H18 2.8327 1.1519 -2.8408  0.301
O4 2.1467 0.7312 -2.3073  -0.598

Cartesian forces (eV/Å) of the 6 atoms listed first:
N -1.651 -1.356 -0.474
C 1.986 -0.287 1.081
C 0.874 0.151 -1.114
N -1.646 -0.243 0.061
C 2.766 -0.239 -0.122
C -0.183 0.439 0.587

Record 2
ORCA calculation (the ωB97M-V functional and the def2-TZVPD basis) on a cluster of 2 separate species, C4H8Cl2N in total.

## Properties
- Charge: +1
- HOMO level (alpha / beta): -12.24 / -13.71 eV
- Spin multiplicity: 1

Each line ends with the Mulliken charge.
Cartesian coordinates (Å):
C1 1.8944 -1.4858 1.0611  -0.509
C2 0.6070 -1.0339 1.8264  -0.141
C3 1.5655 -0.0862 1.2740  0.263
C4 -0.6940 1.5654 -1.8154  -0.901
N1 -1.8377 0.8569 -1.1810  -0.034
Cl1 -0.8798 -1.2428 1.0204  -0.229
Cl2 1.1863 0.9182 -0.0508  -0.078
H1 2.5295 -1.9149 1.8938  0.216
H2 2.0259 -1.9968 0.0765  0.273
H3 0.5913 -1.2533 2.8766  0.369
H4 -0.3031 1.2187 -2.7724  0.392
H5 -0.5954 2.4499 -1.2454  0.576
H6 -1.2883 0.4109 -0.4284  0.128
H7 -2.2816 0.2229 -1.7819  0.335
H8 -2.5201 1.3708 -0.7534  0.339

Cartesian forces (eV/Å) of the 6 atoms listed first:
C 1.378 -1.022 1.829
C 1.044 -0.231 -0.670
C 0.259 -0.067 -0.635
C -1.563 0.134 -0.395
N 3.996 -0.999 -0.828
Cl -1.554 -0.302 -0.210

Record 3
ORCA calculation (the ωB97M-V functional and the def2-TZVPD basis) on the molecule C21H29N3O5.

## Properties
- Charge: 0
- HOMO level: -7.78 eV
- Structure (SMILES): COc1cc(-c2noc(CCCC(=O)NC3CCCCC3)n2)cc(OC)c1OC
- Spin multiplicity: 1

Each line ends with the Mulliken charge.
Cartesian coordinates (Å):
C1 -1.0861 -4.3369 3.1397  -0.951
O1 -0.7463 -3.0995 3.7171  -0.488
C2 -0.0256 -2.2034 2.9665  1.259
C3 0.3386 -2.4566 1.6507  -0.968
C4 1.0630 -1.5246 0.9214  -0.537
C5 1.4077 -1.7950 -0.4563  0.141
N1 1.2571 -2.9540 -1.0457  -0.630
O2 1.7099 -2.7697 -2.3146  -0.185
C6 2.1005 -1.4981 -2.4058  0.311
C7 2.7064 -0.9932 -3.6605  -0.487
C8 2.4550 0.5041 -3.8467  -0.692
C9 1.0664 0.7809 -4.4303  -0.942
C10 -0.0378 0.1972 -3.5576  0.489
O3 -0.4404 -0.9406 -3.6929  -0.680
N2 -0.5290 1.0513 -2.6401  0.234
C11 -1.6168 0.7127 -1.7452  -0.476
C12 -1.2474 1.0095 -0.2909  0.040
C13 -1.1749 2.5076 -0.0052  -0.604
C14 -2.4819 3.1951 -0.3876  -0.912
C15 -2.8044 2.9490 -1.8584  -0.652
C16 -2.9010 1.4521 -2.1416  -1.153
N3 1.9442 -0.8498 -1.2922  -0.192
C17 1.4466 -0.3196 1.5045  -0.723
C18 1.0873 -0.0505 2.8111  0.701
O4 1.3972 1.0972 3.4780  -0.445
C19 2.1376 2.0780 2.7960  -0.781
C20 0.3428 -0.9863 3.5642  0.781
O5 0.0646 -0.5579 4.8245  -0.473
C21 -0.5958 -1.3798 5.7584  -0.831
H1 -1.6210 -4.8792 3.9184  0.252
H2 -0.1971 -4.9038 2.8476  0.355
H3 -1.7397 -4.2119 2.2711  0.345
H4 0.0667 -3.3730 1.1572  0.705
H5 3.7825 -1.1844 -3.6062  0.380
H6 2.2992 -1.5687 -4.4931  0.294
H7 3.2058 0.9128 -4.5260  0.371
H8 2.5595 0.9959 -2.8783  0.389
H9 0.9256 1.8566 -4.5492  0.332
H10 0.9908 0.3085 -5.4114  0.358
H11 -0.1346 1.9732 -2.5563  0.348
H12 -1.7680 -0.3650 -1.8726  0.621
H13 -2.0032 0.5589 0.3550  0.570
H14 -0.2921 0.5381 -0.0623  -0.555
H15 -0.3492 2.9581 -0.5627  0.307
H16 -0.9733 2.6590 1.0574  0.383
H17 -2.4106 4.2678 -0.1950  0.391
H18 -3.2905 2.7972 0.2293  0.338
H19 -2.0291 3.3973 -2.4844  0.293
H20 -3.7505 3.4293 -2.1164  0.356
H21 -3.1008 1.2800 -3.2009  0.389
H22 -3.7298 1.0308 -1.5700  0.425
H23 2.0229 0.3744 0.9165  0.533
H24 2.2642 2.8944 3.5054  0.253
H25 1.6043 2.4448 1.9125  0.220
H26 3.1221 1.7050 2.4947  0.345
H27 -0.6385 -0.7859 6.6716  0.278
H28 -1.6096 -1.6275 5.4375  0.272
H29 -0.0435 -2.3021 5.9503  0.295

Cartesian forces (eV/Å) of the 6 atoms listed first:
C -0.064 -0.197 -0.081
O 0.223 0.492 -0.024
C -0.039 0.011 0.147
C 0.086 0.115 -0.138
C -0.225 0.032 0.809
C 0.242 -0.483 -1.083

Record 4
ORCA calculation (the ωB97M-V functional and the def2-TZVPD basis) on a structure of composition H3S3.

## Properties
- Charge: -1
- HOMO level: -2.97 eV
- Spin multiplicity: 1

Each line ends with the Mulliken charge.
Cartesian coordinates (Å):
S1 -1.4630 -1.0667 0.6471  -0.287
H1 -1.4352 -2.4171 0.7890  0.087
S2 1.3766 1.7332 -0.5336  -0.465
S3 0.0810 -1.1244 -0.8487  -0.505
H2 1.1335 2.2118 0.6605  0.048
H3 0.3071 0.6632 -0.7143  0.122

Cartesian forces, eV/Å:
S 0.677 -0.813 -0.634
H -0.262 0.490 0.228
S 0.083 0.340 -1.069
S -1.133 -0.338 0.293
H -0.373 0.175 0.807
H 1.009 0.146 0.376

Record 5
ORCA calculation (the ωB97M-V functional and the def2-TZVPD basis) on a structure of composition C14H28F6InO12S2.

## Properties
- Charge: +1
- HOMO level: -13.26 eV
- Spin multiplicity: 1

Each line ends with the Mulliken charge.
Cartesian coordinates (Å):
In1 -0.4122 -0.3144 -0.1214  3.422
C1 0.3364 -4.8712 0.7346  0.546
F1 1.0227 -4.4221 1.8272  -0.218
F2 1.1389 -5.7618 0.1588  -0.195
F3 -0.8024 -5.4983 1.0553  -0.186
S1 0.1993 -3.3482 -0.4239  1.144
O1 1.5263 -2.7609 -0.4684  -0.645
O2 -0.3753 -3.8446 -1.6673  -0.675
O3 -0.7105 -2.4067 0.2822  -0.733
C2 -4.6696 -1.5744 -0.4997  0.679
F4 -4.1724 -2.4518 0.3889  -0.208
F5 -4.4655 -2.1104 -1.6507  -0.225
F6 -5.9453 -1.3825 -0.3222  -0.197
S2 -3.7317 0.0731 -0.4977  0.942
O4 -3.7241 0.4463 0.8718  -0.651
O5 -2.3315 -0.3660 -0.8578  -1.203
O6 -4.2726 0.8762 -1.5235  -0.696
C3 -0.9401 -1.4480 -3.0841  -1.168
O7 0.0505 -1.0481 -2.1154  -0.023
C4 1.1515 -0.2424 -2.6717  -0.716
C5 2.2303 -0.0382 -1.6892  -0.927
O8 1.6959 0.4488 -0.4230  0.228
C6 2.1875 1.7586 -0.0347  -0.564
C7 3.4428 1.4445 0.7053  -0.902
O9 3.0837 0.9509 1.9200  -0.095
C8 3.9062 0.8877 3.0817  -0.980
H1 -0.3595 -1.8513 -3.9414  0.411
H2 -1.5345 -0.6516 -3.3558  0.335
H3 -1.4535 -2.3164 -2.7463  0.367
H4 0.7943 0.6673 -3.1206  0.125
H5 1.5761 -0.8125 -3.4898  0.758
H6 2.8670 0.7520 -2.1053  0.790
H7 2.8583 -0.9345 -1.5327  0.200
H8 1.4625 2.1437 0.6488  0.101
H9 2.2509 2.3708 -0.9323  0.619
H10 4.1753 2.3862 0.8343  0.359
H11 4.0835 0.7239 0.2048  0.367
H12 3.3354 0.2994 3.8105  0.236
H13 4.1145 1.8864 3.4578  0.328
H14 4.7724 0.3376 2.8941  0.417
C9 1.0573 -1.3821 2.7626  -0.451
O10 0.2106 -0.3680 2.1449  0.022
C10 -0.1029 0.7500 2.9673  -0.348
C11 -1.2730 1.4757 2.3941  -0.961
O11 -0.8684 1.6306 0.8963  -0.556
C12 -1.5478 2.8260 0.3828  -0.878
C13 -0.7972 3.1578 -0.8848  -0.557
O12 -0.7436 2.0108 -1.6950  -0.132
C14 -1.4403 2.0175 -2.9688  -0.890
H15 0.6861 -1.9149 3.6344  0.436
H16 2.0165 -0.9728 3.1984  -0.184
H17 1.4013 -2.1353 2.0633  0.087
H18 0.7564 1.4123 3.0620  0.137
H19 -0.2575 0.3525 3.9967  0.615
H20 -1.3714 2.4260 2.8248  0.702
H21 -2.1563 0.8791 2.4799  0.153
H22 -1.5219 3.6833 1.0472  0.701
H23 -2.5506 2.5929 0.1180  0.234
H24 0.2730 3.4710 -0.8097  0.137
H25 -1.3409 3.9752 -1.4011  0.637
H26 -1.6121 3.0457 -3.2347  0.485
H27 -2.3772 1.5218 -2.8196  0.226
H28 -0.8020 1.5476 -3.7601  0.217

Cartesian forces (eV/Å) of the 6 atoms listed first:
In -0.005 -0.038 0.624
C 0.898 0.149 0.061
F -1.166 -0.389 -0.264
F -0.316 0.260 -0.278
F 0.825 1.165 -0.043
S -0.004 -1.437 -1.716

Record 6
ORCA calculation (the ωB97M-V functional and the def2-TZVPD basis) on the molecule C3H9NS.

## Properties
- Charge: 0
- HOMO level: -8.29 eV
- Structure (SMILES): CNCSC
- Spin multiplicity: 1

Each line ends with the Mulliken charge.
Cartesian coordinates (Å):
C1 2.2583 -1.0384 -0.4930  -0.730
N1 1.1618 -0.5951 0.3759  -0.273
C2 0.4413 0.5300 0.0146  -0.421
S1 -1.2517 0.5351 -0.7756  -0.164
C3 -2.8672 0.6328 0.2189  -0.921
H1 3.1204 -1.4167 0.0928  0.282
H2 1.9437 -1.9056 -1.0157  0.246
H3 2.4473 -0.1309 -1.1098  0.248
H4 1.5731 -0.6980 1.2903  0.268
H5 0.9609 1.0042 -0.7982  0.157
H6 0.0219 1.0804 0.8545  0.357
H7 -2.9364 0.3483 1.2567  0.335
H8 -3.6851 -0.0076 -0.1756  0.307
H9 -3.1884 1.6614 0.2641  0.309

Cartesian forces (eV/Å) of the 6 atoms listed first:
C -0.497 0.980 0.298
N 1.259 -2.114 0.904
C -1.701 0.187 1.477
S -1.908 -0.997 -1.610
C 0.155 -0.330 0.405
H -0.288 0.835 -0.191

Record 7
ORCA calculation (the ωB97M-V functional and the def2-TZVPD basis) on the molecule C4H5N3O.

## Properties
- Charge: 0
- HOMO level: -9.26 eV
- Structure (SMILES): [H]/N=c1/nnc(C)co1
- Spin multiplicity: 1

Each line ends with the Mulliken charge.
Cartesian coordinates (Å):
H1 2.5164 0.9073 2.8443  0.300
N1 1.4469 0.8943 2.8427  -0.596
C1 0.7331 0.6752 1.8448  0.560
N2 -0.7286 0.6527 1.6619  -0.318
N3 -1.2914 0.3478 0.6047  -0.158
C2 -0.6033 -0.2278 -0.4535  0.232
C3 -1.4049 -0.9452 -1.7267  -0.753
C4 0.7434 0.1202 -0.5886  0.020
O1 1.4686 0.7931 0.4757  -0.348
H2 -2.0670 -1.7430 -1.3019  0.299
H3 -1.8906 -0.1331 -2.5292  0.241
H4 -0.3880 -1.6824 -2.1363  0.234
H5 1.4653 0.3407 -1.5381  0.287

Cartesian forces (eV/Å) of the 6 atoms listed first:
H -2.393 0.061 -0.822
N -0.099 -0.779 0.540
C 1.867 0.688 -2.994
N 1.552 1.372 2.006
N 0.199 -1.479 -0.419
C 1.378 0.197 -3.114

Record 8
ORCA calculation (the ωB97M-V functional and the def2-TZVPD basis) on a cluster of 2 separate species, CH6N2P in total.

## Properties
- Charge: +1
- HOMO level: -13.38 eV
- Spin multiplicity: 1

Each line ends with the Mulliken charge.
Cartesian coordinates (Å):
C1 -2.0406 -0.0355 0.1657  0.356
N1 -3.3514 0.0879 -0.1018  -0.418
N2 -0.8575 -0.1031 0.2132  -0.434
P1 2.7561 0.1763 0.0017  0.133
H1 -3.6663 -0.6705 -0.6983  0.261
H2 1.9311 -0.8127 -0.2337  0.204
H3 3.2106 0.3892 -1.3130  0.229
H4 3.7879 -0.5328 0.5689  0.201
H5 -3.9411 0.4302 0.5814  0.247
H6 2.1711 1.0710 0.8159  0.222

Cartesian forces (eV/Å) of the 6 atoms listed first:
C 3.078 0.268 -0.301
N 2.358 -1.354 -1.649
N -3.300 0.166 0.118
P 1.630 -0.896 -1.259
H -0.428 0.317 0.243
H -2.015 -1.635 -0.191

What largest force on an atom values result from the calculations? In sequence: 2.78; 4.20; 1.24; 1.23; 4.67; 2.69; 4.30; 3.31 eV/Å.
What relative energy (zero: lowest compared OMol25 entry of this formula, charge and spin) values result from the calculations? In sequence: 35.0; 99.7; 80.0; 13.5; 0.0; 51.3; 142.9; 48.8 kcal/mol.